10 unconnected molecules or ions with the total composition C20H40Cl20 in a non-equilibrium geometry. Source: the OMol25 dataset; level of theory: ωB97M-V with the def2-TZVPD basis set.

```
! wB97M-V def2-TZVPD RIJCOSX def2/J DEFGRID3
* xyz 0 1
Cl -2.152 -4.654 -5.428
C -2.117 -4.827 -3.656
C -2.598 -3.572 -2.954
Cl -4.281 -3.180 -3.324
H -1.099 -5.087 -3.368
H -2.735 -5.673 -3.359
H -1.985 -2.713 -3.219
H -2.485 -3.760 -1.886
Cl 3.503 -4.659 -2.022
C 1.861 -3.901 -1.947
C 1.661 -2.857 -3.019
Cl 2.398 -1.302 -2.529
H 1.696 -3.620 -0.913
H 1.197 -4.738 -2.173
H 0.607 -2.709 -3.247
H 2.129 -3.192 -3.942
Cl 5.568 4.219 2.163
C 4.637 2.746 2.585
C 4.814 1.704 1.502
Cl 4.262 2.172 -0.108
H 3.566 2.946 2.682
H 4.888 2.424 3.594
H 4.262 0.815 1.825
H 5.834 1.319 1.476
Cl -1.769 5.670 1.308
C -0.380 6.018 2.405
C 0.157 4.731 2.942
Cl -0.862 3.923 4.169
H -0.709 6.673 3.209
H 0.359 6.533 1.799
H 1.109 4.829 3.463
H 0.300 4.009 2.141
Cl -3.358 2.784 -2.321
C -2.014 1.712 -2.886
C -2.575 0.482 -3.555
Cl -3.535 0.939 -4.977
H -1.433 1.486 -1.996
H -1.395 2.307 -3.552
H -3.218 -0.076 -2.876
H -1.817 -0.204 -3.930
Cl 0.715 -3.285 5.582
C 2.168 -2.745 4.680
C 2.556 -3.757 3.628
Cl 1.533 -3.667 2.162
H 2.899 -2.501 5.443
H 1.841 -1.825 4.192
H 2.509 -4.753 4.056
H 3.548 -3.447 3.297
Cl 1.380 1.105 -6.648
C 2.415 2.359 -5.943
C 2.920 1.966 -4.555
Cl 1.612 1.889 -3.354
H 1.869 3.286 -5.761
H 3.227 2.496 -6.648
H 3.721 2.607 -4.194
H 3.341 0.959 -4.604
Cl 1.316 1.400 1.520
C 0.663 0.702 0.013
C 0.007 -0.609 0.369
Cl -0.974 -1.246 -0.991
H 1.361 0.607 -0.814
H -0.126 1.381 -0.305
H -0.758 -0.452 1.134
H 0.613 -1.378 0.845
Cl -3.632 0.398 0.957
C -3.046 1.999 1.545
C -4.164 2.799 2.161
Cl -4.694 2.084 3.679
H -2.623 2.471 0.659
H -2.233 1.786 2.235
H -5.026 2.903 1.504
H -3.851 3.829 2.344
Cl -1.729 -0.733 3.916
C -2.666 -2.231 4.167
C -3.350 -2.686 2.892
Cl -2.237 -3.002 1.540
H -3.398 -1.982 4.935
H -2.014 -2.973 4.622
H -4.032 -1.903 2.566
H -3.956 -3.567 3.098
*
```

Output
F_max	1.80	eV/A
LUMO	0.14	eV
molar mass	989.60	g/mol
Kohn-Sham gap	10.52	eV
SMILES	ClCCCl.ClCCCl.ClCCCl.ClCCCl.ClCCCl.ClCCCl.ClCCCl.ClCCCl.ClCCCl.ClCCCl
ΔE to the lowest compared entry with this formula, charge and spin	17.0	kcal/mol
HOMO energy	-10.38	eV

These are the Löwdin partial charges, in e, on atoms 1 to 4:
1. Cl 0.544
2. C -0.660
3. C -0.713
4. Cl 0.576

=====

A molecular structure, C4H7ErLiO2 in a non-equilibrium geometry. Source: the OMol25 dataset; level of theory: ωB97M-V with the def2-TZVPD basis set.

```
! wB97M-V def2-TZVPD RIJCOSX def2/J DEFGRID3
* xyz 2 5
O 1.938 0.782 0.084
C 0.971 1.676 -0.218
C -0.450 1.287 0.064
Li 3.362 1.668 0.778
H 1.211 2.418 -0.987
H -0.658 1.354 1.148
H -1.121 2.002 -0.434
C -1.303 -1.051 0.421
C -0.782 -0.116 -0.403
O -1.721 -2.243 -0.025
H -1.423 -0.863 1.494
H -0.719 -0.322 -1.479
H 1.626 -2.869 -0.940
H -2.624 -2.423 0.257
Er 1.693 -1.300 0.240
*
```

Output
F_max	1.84	eV/A
LUMO (spin up / spin down)	-9.38 / -9.33	eV
molar mass	261.30	g/mol
Kohn-Sham gap (spin up / spin down)	6.12 / 7.94	eV
ΔE to the lowest compared entry with this formula, charge and spin	0.0	kcal/mol
expectation value of S²	6.006
HOMO energy (spin up / spin down)	-15.49 / -17.27	eV

These are the Löwdin partial charges, in e, on atoms 1 to 4:
1. O -0.528
2. C -0.224
3. C -0.169
4. Li 0.850

=====

A gas-phase ion, C2H2N3O (charge +1) in a non-equilibrium geometry. Source: the OMol25 dataset; level of theory: ωB97M-V with the def2-TZVPD basis set.

```
! wB97M-V def2-TZVPD RIJCOSX def2/J DEFGRID3
* xyz 1 1
C -0.223 -0.037 0.495
C 1.254 0.754 -1.131
N -1.461 -0.400 0.678
N -2.414 -0.908 0.987
N 0.111 0.389 -0.827
O 2.231 1.236 -1.389
H 0.166 0.391 1.292
H -0.451 -0.084 -1.636
*
```

Output
F_max	4.54	eV/A
LUMO	-5.63	eV
molar mass	84.06	g/mol
Kohn-Sham gap	8.43	eV
ΔE to the lowest compared entry with this formula, charge and spin	48.0	kcal/mol
HOMO energy	-14.05	eV

These are the Löwdin partial charges, in e, on atoms 1 to 4:
1. C -0.088
2. C -0.129
3. N -0.043
4. N 0.326

=====

A molecular structure, C25H17N5O2S2V. Source: the OMol25 dataset; level of theory: ωB97M-V with the def2-TZVPD basis set.

```
! wB97M-V def2-TZVPD RIJCOSX def2/J DEFGRID3
* xyz 1 3
V 0.214 -0.044 0.086
C -1.526 3.408 2.317
C -0.894 2.624 1.342
N -0.905 1.306 1.371
C -1.532 0.705 2.410
C -2.205 1.390 3.412
C -2.193 2.795 3.342
C -2.848 0.640 4.463
C -2.767 -0.704 4.502
C -2.027 -1.429 3.500
C -1.841 -2.824 3.519
C -1.069 -3.419 2.559
C -0.494 -2.621 1.564
N -0.679 -1.315 1.498
C -1.430 -0.724 2.463
H -1.483 4.484 2.234
H -0.383 3.090 0.511
H -2.702 3.380 4.099
H -3.390 1.180 5.228
H -3.246 -1.260 5.299
H -2.298 -3.416 4.303
H -0.889 -4.484 2.553
H 0.145 -3.053 0.809
S -0.651 1.413 -1.648
C -1.156 -0.136 -2.204
N -0.803 -1.191 -1.502
C -1.205 -2.376 -2.134
C -0.918 -3.681 -1.742
C -1.402 -4.733 -2.498
C -2.167 -4.504 -3.645
C -2.435 -3.215 -4.062
C -1.941 -2.162 -3.301
S -2.068 -0.461 -3.628
H -0.297 -3.886 -0.883
H -1.174 -5.748 -2.200
H -2.539 -5.341 -4.220
H -3.006 -3.027 -4.961
O 1.660 0.556 1.223
N 2.878 0.518 0.741
N 2.903 -0.017 -0.387
O 1.795 -0.477 -0.939
C 4.127 -0.072 -1.176
C 3.987 -0.187 -2.544
C 5.142 -0.225 -3.313
C 6.387 -0.150 -2.708
C 6.489 -0.039 -1.326
C 5.351 -0.001 -0.538
H 3.004 -0.243 -2.988
H 5.060 -0.311 -4.388
H 7.284 -0.181 -3.312
H 7.461 0.013 -0.853
H 5.413 0.083 0.537
*
```

Output
F_max	0.93	eV/A
LUMO (spin up / spin down)	-3.49 / -3.66	eV
molar mass	534.52	g/mol
Kohn-Sham gap (spin up / spin down)	7.17 / 7.01	eV
ΔE to the lowest compared entry with this formula, charge and spin	0.0	kcal/mol
expectation value of S²	2.018
HOMO energy (spin up / spin down)	-10.65 / -10.67	eV

These are the Löwdin partial charges, in e, on atoms 1 to 4:
1. V 0.825
2. C -0.005
3. C -0.104
4. N 0.001

=====

Q: The lowest F_max belongs to which entry?
A: C25H17N5O2S2V